C4H6N2O | the ωB97M-V functional and the def2-TZVPD basis

Structure (XYZ):
```
13
Properties=species:S:1:pos:R:3:forces:R:3:mulliken_charge:R:1
O 1.66459 -2.07917 -0.00486 -0.031 2.218 -2.374 -0.43
N 2.47642 2.03532 0.33749 -0.780 -0.750 -0.071 -0.47
N -0.39377 0.85144 -1.04800 -0.805 -0.102 0.648 -0.57
C -0.05498 -0.10483 1.28536 -0.274 1.436 0.376 -1.22
C 1.57974 1.31097 0.21074 2.063 2.341 0.066 0.07
C 1.51708 -1.10713 -0.71585 -1.566 0.308 2.605 0.11
C 0.50532 0.44265 0.01406 0.443 -3.912 -3.270 0.75
H -0.51354 0.82738 1.75911 -0.581 -1.834 -0.317 0.31
H 1.68963 -0.93581 -1.83393 0.131 -0.522 0.946 0.29
H -0.53590 -1.08192 1.12806 -0.756 0.869 0.204 0.36
H -1.20063 0.29820 -1.32641 0.368 -0.360 1.008 0.21
H 0.74573 -0.33213 1.96347 0.710 -0.123 0.115 0.37
H -0.07552 1.24421 -1.90923 1.079 0.431 0.065 0.22
```
Forces are in eV/Å.

Calculated values
- HOMO level: -8.64 eV
- Orbital gap: 9.13 eV
- LUMO energy: 0.488 eV

=====

C4H6N2O | the ωB97M-V functional and the def2-TZVPD basis

Structure (XYZ):
```
13
Properties=species:S:1:pos:R:3:forces:R:3:mulliken_charge:R:1
O 0.94100 -0.00338 1.14444 -0.282 0.080 0.295 -0.31
N -0.49752 -1.06352 -0.21345 0.263 0.892 1.065 -0.49
N -0.78440 1.49366 -1.72231 -2.846 -1.974 -0.903 -0.65
C 0.11298 1.36949 -0.59642 -0.787 0.604 0.996 -0.49
C -0.05167 -1.90675 0.80821 -0.207 -0.539 -1.002 -0.31
C 0.82859 -1.27264 1.58869 0.589 -1.477 1.790 -0.18
C 0.07887 0.04613 0.10705 0.445 0.877 -1.012 0.57
H -0.38599 -2.91565 0.75913 0.030 -0.542 0.489 0.41
H -0.82818 0.53658 -2.29175 0.156 2.667 1.741 0.30
H -0.13012 2.18838 0.16547 0.407 -1.042 -1.011 0.28
H 1.14952 1.51264 -0.89451 0.094 0.219 -0.192 0.25
H 1.38027 -1.62262 2.50200 -0.592 0.763 -1.291 0.32
H -1.81336 1.63766 -1.35655 2.731 -0.527 -0.965 0.29
```
Forces are in eV/Å.

Calculated values
- HOMO level: -9.30 eV
- Orbital gap: 10.25 eV
- SMILES: NCc1ncco1
- LUMO energy: 0.953 eV

=====

C4H6N2O | the ωB97M-V functional and the def2-TZVPD basis

Structure (XYZ):
```
13
Properties=species:S:1:pos:R:3:forces:R:3:mulliken_charge:R:1
O 2.98405 -0.36075 -0.75960 0.094 -0.009 -0.266 -0.33
N -0.36166 0.49425 1.60828 -0.225 -0.091 -0.218 -0.73
N 2.69239 -0.11001 0.84894 -0.518 0.085 -0.052 -0.39
C 0.46301 -0.37144 -0.43616 0.047 0.020 0.016 -0.75
C -2.01053 0.00820 -0.18717 -0.063 0.013 0.041 -1.17
C 1.72760 -0.29905 0.01011 0.181 0.183 0.220 0.56
C -0.62989 0.06512 0.43110 0.091 0.000 0.083 0.93
H 0.28979 -0.74024 -1.43977 0.075 0.156 0.086 0.33
H -2.77029 0.38628 0.50331 0.148 -0.058 -0.081 0.36
H -2.04587 0.60595 -1.10579 0.038 -0.094 0.141 0.29
H -1.21450 0.80010 2.07874 0.127 -0.067 -0.031 0.23
H -2.26810 -1.02194 -0.45864 0.068 0.131 0.038 0.29
H 3.14401 0.54352 -1.09335 -0.063 -0.269 0.025 0.39
```
Forces are in eV/Å.

Calculated values
- HOMO level: -8.27 eV
- Orbital gap: 8.34 eV
- LUMO energy: 0.069 eV

=====

C4H6N2O | the ωB97M-V functional and the def2-TZVPD basis

Structure (XYZ):
```
13
Properties=species:S:1:pos:R:3:forces:R:3:mulliken_charge:R:1
O -0.09492 -0.25579 2.69208 -0.120 -0.125 -0.011 -0.53
N 1.13426 0.47191 0.86335 -0.082 -0.033 0.170 0.02
N -0.75505 0.07230 -2.17495 0.060 -0.137 -0.035 -0.56
C 1.03502 0.58529 -0.52004 -0.082 0.004 -0.167 -0.97
C -0.00669 -0.07001 1.34853 0.130 0.066 -0.269 0.12
C -0.87096 -0.31885 0.30980 -0.019 0.012 0.046 -0.67
C -0.19435 0.09999 -0.88164 0.184 0.036 0.154 0.89
H 1.83998 0.99878 -1.10944 -0.137 -0.043 0.084 0.35
H -1.34955 -0.73626 -2.30822 0.053 0.093 0.009 0.25
H -1.87615 -0.71439 0.38122 0.164 0.044 0.013 0.33
H -0.72656 -0.96458 2.85704 0.031 0.113 0.031 0.32
H 1.90808 0.75986 1.43740 -0.078 -0.063 -0.093 0.19
H -0.04312 0.07175 -2.89513 -0.103 0.034 0.068 0.24
```
Forces are in eV/Å.

Calculated values
- HOMO level: -7.28 eV
- Orbital gap: 8.12 eV
- SMILES: Nc1c[nH]c(O)c1
- LUMO energy: 0.841 eV

=====

C4H6N2O | the ωB97M-V functional and the def2-TZVPD basis

Structure (XYZ):
```
13
Properties=species:S:1:pos:R:3:forces:R:3:mulliken_charge:R:1
O -1.70099 2.23804 -4.00588 -1.648 -0.110 -2.577 -0.33
N -2.07449 -1.49200 0.93932 1.501 0.771 0.092 -0.44
N 0.40950 -0.10524 2.05424 0.036 0.857 -1.638 -0.43
C 1.16257 -0.92111 1.60072 2.339 -1.420 0.056 0.58
C -1.11032 2.28162 -3.01096 2.830 -1.051 4.158 0.01
C 2.00780 -1.81968 1.14944 -2.341 -0.079 0.595 -0.88
C -1.30045 -0.63985 0.77182 -3.787 -1.682 -0.925 0.08
H -0.78099 1.25328 -2.39380 -0.741 2.189 -1.212 0.10
H 1.66596 -2.83911 1.13084 -0.032 -0.226 -0.091 0.25
H 2.97550 -1.58978 0.86959 1.648 0.564 -0.600 0.30
H -0.95567 0.28395 0.44785 0.563 0.746 -0.518 0.32
H 0.43374 0.08342 2.99212 0.074 0.471 3.035 0.22
H -0.73217 3.26645 -2.54531 -0.441 -1.029 -0.375 0.21
```
Forces are in eV/Å.

Calculated values
- HOMO level: -9.54 eV
- Orbital gap: 10.14 eV
- SMILES: C=C=N.C#N.C=O
- LUMO energy: 0.602 eV

=====

C4H6N2O | the ωB97M-V functional and the def2-TZVPD basis

Structure (XYZ):
```
13
Properties=species:S:1:pos:R:3:forces:R:3:mulliken_charge:R:1
O -2.69546 0.82426 -0.31398 0.133 -0.097 0.071 -0.50
N -0.39909 0.92328 -0.13236 -0.065 0.182 0.131 -0.65
N -1.36904 -1.08807 0.09317 0.969 0.255 -0.374 -0.10
C 0.14249 -1.27432 0.18353 -1.500 0.392 -0.604 -0.53
C -1.50438 0.23639 -0.10730 0.508 0.213 -0.051 0.41
C 0.59829 0.00068 0.04510 0.194 -0.109 0.155 0.62
C 2.01534 0.47309 0.13599 0.019 0.002 -0.061 -1.00
H 0.79795 -2.09572 -0.15966 -1.315 -0.123 0.823 0.27
H 2.20143 0.83064 1.15630 0.005 0.017 -0.210 0.23
H -2.26025 -1.56994 0.29733 1.544 -0.472 -0.170 0.26
H -2.44012 1.73104 -0.56387 -0.325 -0.220 0.189 0.36
H 2.75902 -0.30045 -0.08189 -0.250 0.028 0.008 0.32
H 2.15383 1.30911 -0.55238 0.082 -0.066 0.094 0.30
```
Forces are in eV/Å.

Calculated values
- HOMO level: -8.40 eV
- Orbital gap: 9.23 eV
- SMILES: Cc1c[nH]c(O)n1
- LUMO energy: 0.833 eV

=====

C4H6N2O | the ωB97M-V functional and the def2-TZVPD basis

Structure (XYZ):
```
13
Properties=species:S:1:pos:R:3:forces:R:3:mulliken_charge:R:1
O -0.73579 -0.23324 -0.38355 0.035 0.073 -0.035 -0.39
N -1.99904 1.71215 -0.55573 -0.078 -0.068 0.116 -0.43
N 0.10505 1.61782 0.54932 -0.228 -0.108 -0.315 -0.62
C -0.88772 1.07176 -0.07299 0.115 0.210 -0.010 0.48
C 0.54603 -0.53636 0.06110 0.267 0.107 0.158 0.60
C 1.03821 0.58902 0.61081 0.224 -0.198 -0.012 -0.28
C 1.09649 -1.90955 -0.07698 0.014 -0.032 0.015 -1.08
H 0.61539 -2.62130 0.60291 -0.008 0.099 -0.109 0.26
H -2.80675 1.14428 -0.75499 0.060 -0.012 0.105 0.25
H 2.15461 -1.85576 0.19533 -0.138 -0.071 -0.035 0.28
H 1.03282 -2.31186 -1.09358 -0.074 0.171 0.115 0.30
H 2.03102 0.74569 1.00970 -0.187 -0.057 0.080 0.37
H -2.19032 2.58735 -0.09134 0.000 -0.113 -0.073 0.28
```
Forces are in eV/Å.

Calculated values
- HOMO level: -8.08 eV
- Orbital gap: 9.02 eV
- SMILES: Cc1cnc(N)o1
- LUMO energy: 0.938 eV

=====

C4H6N2O | the ωB97M-V functional and the def2-TZVPD basis

Structure (XYZ):
```
13
Properties=species:S:1:pos:R:3:forces:R:3:mulliken_charge:R:1
O 0.29928 -0.31714 -1.11730 -0.099 -0.132 -0.015 -0.39
N -0.98661 1.51426 -0.62075 0.188 -0.172 0.263 -0.51
N -1.62286 -0.06918 -2.33975 0.197 0.325 0.095 -0.61
C -0.81535 0.37772 -1.48772 -0.388 -0.235 -0.253 0.57
C 0.28080 -0.18144 0.30111 0.027 -0.007 0.236 0.48
C -0.34646 1.19164 0.43196 -0.151 -0.003 -0.054 -0.12
C 1.59510 -0.49632 0.96486 0.048 0.019 -0.003 -1.36
H 1.92640 -1.48652 0.64024 0.010 0.158 0.055 0.33
H -0.33395 1.81174 1.32680 0.008 -0.088 -0.129 0.37
H -2.41389 0.56774 -2.39522 0.067 0.110 -0.213 0.28
H -0.47957 -0.89704 0.65569 0.076 0.028 0.186 0.25
H 2.37427 0.23525 0.74158 -0.099 -0.047 -0.034 0.33
H 1.43225 -0.53388 2.04714 0.116 0.045 -0.133 0.37
```
Forces are in eV/Å.

Calculated values
- HOMO level: -10.25 eV
- Orbital gap: 10.76 eV
- SMILES: [H]/N=C1\N=C[C@H](C)O1
- LUMO energy: 0.504 eV

=====

Question: Which of these has the lowest orbital gap?
Answer: number 4

=====

Repeat the second record exactly.
C4H6N2O | the ωB97M-V functional and the def2-TZVPD basis

Structure (XYZ):
```
13
Properties=species:S:1:pos:R:3:forces:R:3:mulliken_charge:R:1
O 0.94100 -0.00338 1.14444 -0.282 0.080 0.295 -0.31
N -0.49752 -1.06352 -0.21345 0.263 0.892 1.065 -0.49
N -0.78440 1.49366 -1.72231 -2.846 -1.974 -0.903 -0.65
C 0.11298 1.36949 -0.59642 -0.787 0.604 0.996 -0.49
C -0.05167 -1.90675 0.80821 -0.207 -0.539 -1.002 -0.31
C 0.82859 -1.27264 1.58869 0.589 -1.477 1.790 -0.18
C 0.07887 0.04613 0.10705 0.445 0.877 -1.012 0.57
H -0.38599 -2.91565 0.75913 0.030 -0.542 0.489 0.41
H -0.82818 0.53658 -2.29175 0.156 2.667 1.741 0.30
H -0.13012 2.18838 0.16547 0.407 -1.042 -1.011 0.28
H 1.14952 1.51264 -0.89451 0.094 0.219 -0.192 0.25
H 1.38027 -1.62262 2.50200 -0.592 0.763 -1.291 0.32
H -1.81336 1.63766 -1.35655 2.731 -0.527 -0.965 0.29
```
Forces are in eV/Å.

Calculated values
- HOMO level: -9.30 eV
- Orbital gap: 10.25 eV
- SMILES: NCc1ncco1
- LUMO energy: 0.953 eV

=====

Question: Which value of HOMO level does entry 1 give?
Answer: -8.64 eV

=====

Question: The lowest HOMO level belongs to which entry?
Answer: number 8